--- A ---
Formula: C31H40Cl2FeNP3S3Si
Source: the OMol25 dataset
Level of theory: ωB97M-V/def2-TZVPD

Results
HOMO-LUMO gap (alpha / beta), eV: 8.36 / 6.35
Expectation value of S²: 8.769
E_HOMO (alpha / beta), eV: -10.55 / -10.52

Geometry as ORCA input:
```
! RIJCOSX wB97M-V def2-TZVPD def2/J DEFGRID3
* xyz 1 6
Fe -0.17 -0.03 0.69
C -3.02 3.10 -3.29
Si -4.18 1.83 -2.55
C -5.90 2.55 -2.50
C -4.15 0.22 -3.48
C -3.67 1.50 -0.74
C -4.54 1.76 0.31
C -4.18 1.52 1.64
C -2.94 1.01 1.90
N -2.07 0.74 0.91
C -2.42 0.97 -0.37
S -1.15 0.58 -1.50
H -3.35 3.33 -4.30
H -1.99 2.75 -3.34
H -3.04 4.03 -2.71
H -6.22 2.78 -3.52
H -5.93 3.49 -1.94
H -6.64 1.87 -2.08
H -4.45 0.37 -4.52
H -4.86 -0.48 -3.04
H -3.17 -0.24 -3.47
H -5.52 2.16 0.10
H -4.87 1.73 2.45
H -2.61 0.80 2.90
C 3.51 -0.26 1.11
P 2.02 0.14 2.08
C 2.30 -0.72 3.66
C 2.29 1.90 2.48
C 3.07 2.28 3.57
C 3.30 3.62 3.83
C 2.77 4.60 3.01
C 1.99 4.23 1.92
C 1.75 2.89 1.65
P 0.72 2.34 0.25
C -0.57 3.61 0.10
C 1.76 2.59 -1.22
H 4.37 0.19 1.59
H 3.42 0.10 0.08
H 3.62 -1.34 1.08
H 3.37 -0.74 3.89
H 1.94 -1.74 3.57
H 1.77 -0.20 4.46
H 3.50 1.53 4.22
H 3.90 3.90 4.69
H 2.95 5.64 3.21
H 1.58 5.00 1.28
H -0.12 4.60 -0.05
H -1.18 3.63 1.00
H -1.20 3.37 -0.76
H 2.15 3.61 -1.23
H 1.15 2.42 -2.11
H 2.59 1.88 -1.23
Cl -0.55 1.37 4.59
C -1.06 -0.28 5.00
Cl -1.02 -1.33 3.58
H -2.08 -0.24 5.38
H -0.38 -0.67 5.75
S 2.20 -3.71 1.75
P 1.17 -3.36 0.14
S -0.60 -2.27 0.39
C 2.15 -2.47 -1.12
C 3.51 -2.76 -1.21
C 4.30 -2.11 -2.14
C 3.74 -1.16 -2.99
C 2.38 -0.88 -2.92
C 1.59 -1.54 -1.99
C 0.58 -4.86 -0.69
C 0.86 -6.10 -0.15
C 0.42 -7.25 -0.80
C -0.29 -7.15 -1.98
C -0.57 -5.90 -2.53
C -0.13 -4.76 -1.88
H 3.94 -3.48 -0.53
H 5.35 -2.34 -2.21
H 4.36 -0.65 -3.71
H 1.94 -0.16 -3.59
H 0.52 -1.35 -1.96
H 1.42 -6.17 0.78
H 0.64 -8.22 -0.37
H -0.63 -8.05 -2.48
H -1.12 -5.83 -3.45
H -0.36 -3.78 -2.31
*
```

Here are the Mulliken charges for atoms 1 to 6, given in e: Fe 0.278; C -0.896; Si 0.345; C -1.168; C -1.040; C -0.013



--- B ---
Formula: C31H40Cl2FeNP3S3Si
Source: the OMol25 dataset
Level of theory: ωB97M-V/def2-TZVPD

Results
HOMO-LUMO gap (alpha / beta), eV: 8.49 / 6.64
Expectation value of S²: 8.769
E_HOMO (alpha / beta), eV: -10.49 / -10.48

Geometry as ORCA input:
```
! RIJCOSX wB97M-V def2-TZVPD def2/J DEFGRID3
* xyz 1 6
Fe -0.30 -0.26 0.60
C -1.21 -3.93 -3.50
Si -2.55 -2.67 -3.84
C -2.15 -1.71 -5.39
C -4.20 -3.53 -4.00
C -2.75 -1.37 -2.47
C -3.82 -0.49 -2.59
C -4.04 0.56 -1.69
C -3.13 0.73 -0.67
N -2.10 -0.10 -0.52
C -1.91 -1.13 -1.37
S -0.48 -2.03 -0.90
H -1.21 -4.65 -4.32
H -1.38 -4.48 -2.57
H -0.22 -3.48 -3.45
H -2.06 -2.37 -6.25
H -1.21 -1.16 -5.28
H -2.93 -0.98 -5.63
H -4.17 -4.26 -4.81
H -5.01 -2.84 -4.22
H -4.46 -4.07 -3.09
H -4.51 -0.61 -3.41
H -4.87 1.24 -1.81
H -3.19 1.55 0.03
C -2.91 0.09 3.29
P -1.69 -1.02 2.53
C -2.71 -2.43 1.99
C -0.70 -1.69 3.90
C -1.24 -1.86 5.17
C -0.47 -2.39 6.20
C 0.84 -2.77 5.95
C 1.38 -2.61 4.69
C 0.62 -2.06 3.65
P 1.31 -1.83 1.98
C 1.46 -3.53 1.34
C 3.04 -1.35 2.23
H -2.41 0.88 3.85
H -3.58 -0.46 3.96
H -3.51 0.55 2.50
H -3.19 -2.89 2.86
H -2.09 -3.16 1.48
H -3.47 -2.08 1.29
H -2.26 -1.57 5.38
H -0.90 -2.51 7.18
H 1.44 -3.19 6.75
H 2.41 -2.90 4.52
H 2.10 -4.12 1.99
H 1.89 -3.50 0.34
H 0.47 -3.99 1.27
H 3.55 -2.05 2.89
H 3.10 -0.34 2.63
H 3.54 -1.36 1.26
Cl 0.70 1.36 3.61
C 0.22 2.90 2.86
Cl -1.17 2.65 1.78
H 1.04 3.29 2.27
H -0.09 3.57 3.65
S -0.42 2.20 -2.08
P 1.33 2.26 -1.25
S 1.71 0.73 0.12
C 2.72 2.15 -2.40
C 3.15 3.32 -3.03
C 4.16 3.26 -3.99
C 4.73 2.04 -4.32
C 4.29 0.88 -3.71
C 3.29 0.93 -2.75
C 1.67 3.77 -0.31
C 0.74 4.80 -0.27
C 1.00 5.95 0.47
C 2.19 6.07 1.16
C 3.14 5.05 1.11
C 2.88 3.90 0.37
H 2.71 4.27 -2.77
H 4.49 4.17 -4.47
H 5.51 2.00 -5.07
H 4.74 -0.07 -3.97
H 2.95 0.02 -2.27
H -0.19 4.69 -0.82
H 0.27 6.75 0.50
H 2.40 6.96 1.73
H 4.08 5.15 1.64
H 3.61 3.11 0.33
*
```

Here are the Mulliken charges for atoms 1 to 6, given in e: Fe 0.661; C -1.009; Si 0.192; C -1.079; C -1.074; C 0.165



Most stable structure: B



--- A ---
Formula: C3H9S3
Source: the OMol25 dataset
Level of theory: ωB97M-V/def2-TZVPD

Results
HOMO-LUMO gap, eV: 6.40
E_HOMO, eV: -2.79

Geometry as ORCA input:
```
! RIJCOSX wB97M-V def2-TZVPD def2/J DEFGRID3
* xyz -1 1
C -1.11 2.74 -0.37
S -0.66 2.67 -2.10
H -2.21 2.85 -0.34
H -0.85 1.78 0.12
H -0.62 3.54 0.23
C -0.04 -2.70 0.92
C 0.80 -1.47 0.60
S 0.43 -0.80 -1.06
S 1.85 0.74 -1.01
H 0.24 -3.53 0.24
H -1.09 -2.48 0.69
H 0.11 -3.03 1.98
H 1.86 -1.70 0.63
H 0.68 -0.65 1.34
H 0.60 2.03 -1.88
*
```

Here are the natural (NBO) charges for atoms 1 to 6, given in e: C -0.756; S -0.213; H 0.199; H 0.229; H 0.194; C -0.626



--- B ---
Formula: C3H9S3
Source: the OMol25 dataset
Level of theory: ωB97M-V/def2-TZVPD

Results
HOMO-LUMO gap, eV: 6.26
E_HOMO, eV: -2.97

Geometry as ORCA input:
```
! RIJCOSX wB97M-V def2-TZVPD def2/J DEFGRID3
* xyz -1 1
C 0.08 -2.56 -0.41
C -0.51 -1.82 0.79
S -1.60 -0.44 0.35
H 0.57 -1.84 -1.07
H -0.71 -3.04 -0.99
H 0.82 -3.31 -0.11
H 0.32 -1.43 1.40
H -1.06 -2.52 1.43
C -0.67 2.43 -0.20
S 0.58 1.12 -0.01
S 2.26 2.49 0.36
H -1.09 2.63 0.78
H -1.45 2.09 -0.87
H -0.17 3.32 -0.58
H 2.63 2.88 -0.88
*
```

Here are the natural (NBO) charges for atoms 1 to 6, given in e: C -0.617; C -0.528; S -0.498; H 0.209; H 0.192; H 0.174



Most stable structure: A



--- A ---
Formula: C3H4BrCl
Source: the OMol25 dataset
Level of theory: ωB97M-V/def2-TZVPD

Results
HOMO-LUMO gap, eV: 9.80
E_HOMO, eV: -9.15

Geometry as ORCA input:
```
! RIJCOSX wB97M-V def2-TZVPD def2/J DEFGRID3
* xyz 0 1
C 0.90 0.57 -0.93
C 0.97 -0.38 -0.03
C -1.03 -1.06 0.50
Cl -2.18 -0.36 -0.65
Br 2.15 -1.42 0.90
H 1.58 1.03 -1.58
H 0.02 1.07 -1.18
H -0.81 -2.07 0.57
H -1.23 -0.68 1.43
*
```

Here are the natural (NBO) charges for atoms 1 to 6, given in e: C -0.484; C -0.119; C -0.347; Cl -0.026; Br 0.148; H 0.217



--- B ---
Formula: C3H4BrCl
Source: the OMol25 dataset
Level of theory: ωB97M-V/def2-TZVPD

Results
HOMO-LUMO gap, eV: 8.92
E_HOMO, eV: -9.88

Geometry as ORCA input:
```
! RIJCOSX wB97M-V def2-TZVPD def2/J DEFGRID3
* xyz 0 1
C -1.04 0.85 0.08
C -0.20 -0.14 0.21
C 1.22 -0.27 -0.04
Cl -1.25 -2.20 0.15
Br -2.88 0.70 0.03
H -0.60 1.92 -0.14
H 1.69 0.48 0.51
H 1.55 -0.08 -1.08
H 1.51 -1.27 0.28
*
```

Here are the natural (NBO) charges for atoms 1 to 6, given in e: C -0.410; C 0.270; C -0.722; Cl -0.306; Br 0.147; H 0.270



Most stable structure: B



--- A ---
Formula: C2H4O3
Source: the OMol25 dataset
Level of theory: ωB97M-V/def2-TZVPD

Results
HOMO-LUMO gap, eV: 10.45
SMILES: O=CO.C=O
E_HOMO, eV: -10.71

Geometry as ORCA input:
```
! RIJCOSX wB97M-V def2-TZVPD def2/J DEFGRID3
* xyz 0 1
O -0.09 1.73 -0.90
C -1.24 1.58 -0.56
H -1.96 1.15 -1.29
H -1.74 1.92 0.36
O 0.70 -2.66 1.06
C 1.26 -1.68 0.69
O 0.63 -0.65 0.13
H 2.33 -1.46 0.74
H 0.12 0.08 -0.24
*
```

Here are the natural (NBO) charges for atoms 1 to 6, given in e: O -0.497; C 0.277; H 0.118; H 0.134; O -0.557; C 0.676



--- B ---
Formula: C2H4O3
Source: the OMol25 dataset
Level of theory: ωB97M-V/def2-TZVPD

Results
HOMO-LUMO gap, eV: 10.19
SMILES: C=C=O.OO
E_HOMO, eV: -9.77

Geometry as ORCA input:
```
! RIJCOSX wB97M-V def2-TZVPD def2/J DEFGRID3
* xyz 0 1
C 1.44 -0.97 0.05
C 1.35 0.32 0.38
O 1.48 -2.17 -0.12
O -1.73 -1.20 0.23
O -2.08 0.08 -0.24
H 1.56 1.07 -0.36
H 1.08 0.63 1.38
H -2.14 0.82 0.35
H -0.88 -1.56 -0.16
*
```

Here are the natural (NBO) charges for atoms 1 to 6, given in e: C 0.701; C -0.758; O -0.479; O -0.452; O -0.478; H 0.262



--- C ---
Formula: C2H4O3
Source: the OMol25 dataset
Level of theory: ωB97M-V/def2-TZVPD

Results
HOMO-LUMO gap (alpha / beta), eV: 7.96 / 8.37
E_HOMO (alpha / beta), eV: -8.11 / -8.12

Geometry as ORCA input:
```
! RIJCOSX wB97M-V def2-TZVPD def2/J DEFGRID3
* xyz 0 1
C -1.61 0.09 -0.29
C 0.79 0.57 0.16
O -0.30 0.02 -0.38
O 2.87 -0.62 0.10
O 1.97 0.48 -0.46
H -2.33 -0.27 -1.08
H -2.03 0.42 0.73
H 0.97 0.94 1.16
H 3.50 -0.69 -0.61
*
```

Here are the natural (NBO) charges for atoms 1 to 6, given in e: C -0.070; C 0.373; O -0.418; O -0.503; O -0.328; H 0.192



Most stable structure: A